1.
One molecule with the formula C5H8. Source: the Open Molecules 2025 dataset; level of theory: ωB97M-V with the def2-TZVPD basis set.

Each line ends with the Mulliken charge.
Geometry (Å):
C (-0.492, 1.097, -0.738)  -0.435
C (0.809, 0.968, -0.463)  -0.231
C (1.137, -0.388, 0.128)  -0.571
C (-0.180, -0.703, 0.849)  -0.593
C (-1.210, -0.180, -0.151)  -0.524
H (-0.820, 1.977, -1.319)  0.340
H (1.582, 1.722, -0.594)  0.389
H (1.286, -1.096, -0.703)  0.207
H (2.050, -0.381, 0.728)  0.314
H (-0.514, -1.739, 0.999)  0.287
H (-0.191, -0.168, 1.812)  0.273
H (-1.288, -0.983, -0.908)  0.230
H (-2.185, -0.143, 0.363)  0.314

Calculated total energy in hartree: -195.27256
SMILES string: C1=CCCC1
Lowest unoccupied orbital energy in hartree: 0.045
HOMO level in eV: -9.14
Relative energy (zero: lowest compared OMol25 entry of this formula, charge and spin) in eV: 0.530


2.
A 2-piece molecular cluster, C4H12OS2 overall. Source: the Open Molecules 2025 dataset; level of theory: ωB97M-V with the def2-TZVPD basis set.

Each line ends with the Mulliken charge.
Geometry (Å):
C (2.046, 1.161, -0.327)  -0.851
C (2.093, 0.062, -1.368)  -0.574
S (0.714, -1.269, -1.340)  -0.116
S (-0.867, 0.121, -1.232)  -0.148
C (-1.509, -0.395, 0.377)  -0.238
C (-2.568, 0.553, 0.935)  -1.206
H (3.044, 1.575, -0.192)  0.355
H (1.402, 1.988, -0.638)  0.295
H (1.713, 0.706, 0.607)  0.194
H (1.990, 0.386, -2.404)  0.361
H (2.957, -0.570, -1.174)  0.352
H (-0.634, -0.407, 1.033)  0.197
H (-1.828, -1.435, 0.256)  0.364
H (-2.985, 0.098, 1.851)  0.344
H (-2.183, 1.537, 1.223)  0.318
H (-3.467, 0.630, 0.317)  0.364
O (0.078, 0.718, 4.251)  -0.644
H (-0.576, 0.520, 3.584)  0.319
H (0.530, 1.516, 3.994)  0.314

Calculated total energy in hartree: -1031.19935
SMILES string: CCSSCC.O
Lowest unoccupied orbital energy in hartree: 0.018
HOMO level in eV: -8.51
Relative energy (zero: lowest compared OMol25 entry of this formula, charge and spin) in eV: 0.502


3.
One molecule with the formula C4H6N2OS. Source: the Open Molecules 2025 dataset; level of theory: ωB97M-V with the def2-TZVPD basis set.

Each line ends with the Mulliken charge.
Geometry (Å):
C (-0.023, 1.927, 1.255)  -0.414
C (0.304, 0.549, 1.546)  -0.514
C (0.691, -0.594, 0.534)  0.595
O (1.613, -1.225, 0.984)  -0.521
N (0.007, -0.700, -0.639)  0.263
N (-0.713, 0.420, -0.852)  -0.647
C (-0.029, -1.782, -1.352)  -0.047
S (-0.803, -1.856, -2.796)  -0.315
H (0.165, 2.561, 2.137)  0.233
H (-0.463, 2.296, 0.356)  0.334
H (1.012, 0.384, 2.409)  0.295
H (-1.580, 0.085, -0.734)  0.218
H (-0.677, 0.655, -1.906)  0.264
H (0.496, -2.719, -0.940)  0.256

Calculated total energy in hartree: -738.83809
SMILES string: C=CC(=O)N(N)C=S
Lowest unoccupied orbital energy in hartree: -0.015
HOMO level in eV: -9.12
Relative energy (zero: lowest compared OMol25 entry of this formula, charge and spin) in eV: 4.533


4.
A 2-piece molecular cluster, C9H16N3O2P overall. Source: the Open Molecules 2025 dataset; level of theory: ωB97M-V with the def2-TZVPD basis set.

Each line ends with the Mulliken charge.
Geometry (Å):
N (-0.148, -4.347, 0.047)  -0.452
N (-0.281, -3.422, 0.994)  -0.353
C (0.634, -2.594, 1.346)  0.462
P (0.293, -1.426, 2.767)  -0.151
C (1.922, -2.421, 0.662)  0.548
O (2.546, -3.234, -0.017)  -0.653
O (2.332, -1.205, 0.960)  -0.371
H (-1.060, -4.566, -0.354)  0.260
H (0.707, -4.132, -0.437)  0.252
H (-0.926, -2.008, 3.158)  0.074
H (1.324, -2.079, 3.499)  0.083
H (3.287, -1.095, 0.634)  0.329
N (1.207, -0.351, -2.383)  -0.441
C (0.023, -0.098, -1.689)  -0.353
C (-0.092, 0.797, -0.719)  0.559
C (0.914, 1.874, -0.396)  -0.483
C (0.215, 3.221, -0.047)  -0.585
C (-1.094, 3.381, 0.082)  -0.516
C (-2.042, 2.155, 0.091)  -0.790
C (-1.274, 0.826, 0.184)  -0.733
H (1.686, 0.447, -2.458)  0.181
H (1.000, -0.841, -3.307)  0.241
H (-0.891, -0.740, -1.806)  0.313
H (1.648, 1.993, -1.260)  0.337
H (1.600, 1.585, 0.500)  0.189
H (0.892, 3.992, -0.251)  0.413
H (-1.518, 4.180, 0.604)  0.398
H (-2.635, 2.320, 0.896)  0.535
H (-2.602, 2.262, -0.790)  0.331
H (-1.809, -0.027, -0.139)  0.495
H (-0.923, 0.558, 1.211)  -0.115

Calculated total energy in hartree: -1008.50570
SMILES string: N/N=C(/P)C(=O)O.N/C=C1\CC=CCC1
Lowest unoccupied orbital energy in hartree: 0.022
HOMO level in eV: -7.84
Relative energy (zero: lowest compared OMol25 entry of this formula, charge and spin) in eV: 1.354


5.
C27H43Cl42NO as an isolated structure. Source: the Open Molecules 2025 dataset; level of theory: ωB97M-V with the def2-TZVPD basis set.

Each line ends with the Mulliken charge.
Geometry (Å):
Cl (1.663, -3.723, 2.281)  -0.026
C (0.135, -4.723, 2.402)  -0.564
C (-0.483, -4.778, 3.822)  -0.199
Cl (0.774, -5.616, 4.897)  -0.227
H (0.342, -5.744, 2.083)  0.314
H (-0.696, -4.392, 1.779)  0.297
H (-1.312, -5.483, 3.888)  0.392
H (-0.711, -3.799, 4.243)  0.008
Cl (1.822, 2.244, 5.844)  -0.180
C (1.147, 3.141, 4.549)  -0.244
C (1.625, 2.499, 3.253)  -0.190
Cl (0.912, 3.356, 1.805)  -0.124
H (1.533, 4.144, 4.736)  0.381
H (0.060, 3.068, 4.576)  0.151
H (1.348, 1.486, 2.961)  -0.212
H (2.714, 2.509, 3.208)  0.384
Cl (-6.790, -1.529, 1.528)  -0.194
C (-5.000, -1.872, 1.395)  0.110
C (-4.345, -2.502, 2.652)  -0.009
Cl (-4.348, -4.291, 2.558)  -0.227
H (-4.520, -0.894, 1.360)  -0.139
H (-4.768, -2.389, 0.464)  0.207
H (-4.691, -2.213, 3.645)  0.434
H (-3.316, -2.170, 2.785)  -0.193
Cl (-3.260, 2.734, 0.096)  -0.096
C (-3.322, 3.500, 1.678)  -0.563
C (-3.297, 2.398, 2.761)  -0.022
Cl (-4.925, 1.437, 2.657)  -0.198
H (-4.276, 4.022, 1.760)  0.380
H (-2.557, 4.274, 1.730)  0.314
H (-3.195, 2.851, 3.747)  0.397
H (-2.592, 1.568, 2.709)  -0.163
Cl (-7.221, 0.648, -2.213)  -0.199
C (-5.693, -0.027, -1.630)  0.238
C (-4.477, 0.593, -2.310)  -0.043
Cl (-4.334, 0.000, -3.948)  -0.218
H (-5.694, -1.096, -1.844)  0.242
H (-5.590, 0.142, -0.558)  -0.199
H (-3.511, 0.371, -1.855)  -0.127
H (-4.550, 1.679, -2.362)  0.315
Cl (3.307, -0.370, 3.658)  0.061
C (5.061, -0.495, 3.237)  -0.936
C (5.306, -1.142, 1.887)  -0.317
Cl (4.774, -0.167, 0.645)  -0.049
H (5.512, -1.134, 3.996)  0.355
H (5.483, 0.506, 3.329)  0.348
H (5.023, -2.190, 1.786)  0.274
H (6.395, -1.189, 1.853)  0.309
Cl (-2.564, -4.853, -5.351)  -0.197
C (-2.851, -4.413, -3.686)  -0.140
C (-3.786, -5.448, -3.046)  -0.495
Cl (-3.891, -4.951, -1.301)  -0.163
H (-3.254, -3.405, -3.591)  0.134
H (-1.896, -4.290, -3.175)  0.182
H (-3.267, -6.407, -3.048)  0.342
H (-4.747, -5.316, -3.544)  0.346
Cl (0.884, 2.696, -1.942)  0.089
C (1.591, 1.321, -1.049)  -0.259
C (0.547, 0.425, -0.394)  -0.385
Cl (-0.490, -0.540, -1.543)  0.105
H (2.400, 1.727, -0.443)  0.325
H (2.109, 0.744, -1.816)  -0.054
H (-0.095, 1.075, 0.201)  0.016
H (1.065, -0.224, 0.312)  0.241
Cl (-3.100, 2.878, -5.747)  -0.186
C (-1.420, 2.789, -5.148)  -0.290
C (-0.666, 1.456, -5.494)  0.039
Cl (-0.602, 1.249, -7.265)  -0.210
H (-1.567, 2.833, -4.069)  0.088
H (-0.837, 3.587, -5.608)  0.325
H (-1.263, 0.636, -5.095)  0.108
H (0.312, 1.417, -5.014)  0.137
C (-0.381, -0.604, 4.203)  0.275
O (-1.201, -0.111, 3.396)  -0.710
N (-0.610, -0.801, 5.531)  0.393
C (0.417, -1.523, 6.281)  -0.896
C (-1.811, -0.309, 6.245)  -0.981
H (0.592, -1.031, 3.915)  0.083
H (0.981, -2.195, 5.634)  0.325
H (-0.137, -2.109, 7.014)  0.345
H (1.066, -0.882, 6.877)  0.199
H (-1.521, 0.430, 6.991)  0.350
H (-2.481, 0.269, 5.609)  0.213
H (-2.391, -1.123, 6.681)  0.333
C (-0.739, 7.504, -1.713)  0.207
Cl (0.503, 8.553, -0.853)  -0.099
Cl (-0.623, 5.856, -1.173)  0.055
Cl (-2.413, 8.094, -1.429)  -0.108
Cl (-0.274, 7.583, -3.420)  -0.072
C (1.990, -6.245, -0.623)  0.162
Cl (3.062, -7.024, -1.845)  -0.119
Cl (0.355, -6.884, -0.833)  -0.064
Cl (2.523, -6.714, 0.986)  -0.091
Cl (2.221, -4.459, -0.757)  0.149
C (2.076, -2.216, -5.148)  0.111
Cl (0.398, -2.440, -4.526)  -0.030
Cl (2.749, -0.964, -4.118)  0.063
Cl (3.049, -3.651, -4.977)  -0.074
Cl (1.990, -1.699, -6.807)  -0.066
C (4.243, 6.363, -1.002)  0.200
Cl (2.788, 5.773, -0.249)  0.022
Cl (5.320, 5.039, -1.273)  -0.053
Cl (3.802, 6.972, -2.616)  -0.069
Cl (4.844, 7.700, 0.029)  -0.111
C (6.807, -1.603, -2.226)  0.211
Cl (7.951, -2.918, -2.015)  -0.101
Cl (5.198, -2.200, -1.710)  -0.010
Cl (7.276, -0.111, -1.355)  -0.073
Cl (6.758, -1.294, -3.955)  -0.080
C (3.508, 4.161, -6.238)  0.198
Cl (2.229, 5.466, -6.279)  -0.093
Cl (4.803, 4.575, -7.360)  -0.098
Cl (4.056, 3.901, -4.566)  0.019
Cl (2.949, 2.637, -6.992)  -0.067

Calculated total energy in hartree: -20512.54172
Lowest unoccupied orbital energy in hartree: -0.008
HOMO level in eV: -10.03


6.
One molecule with the formula C5H8IN. Source: the Open Molecules 2025 dataset; level of theory: ωB97M-V with the def2-TZVPD basis set.

Each line ends with the Mulliken charge.
Geometry (Å):
H (-1.177, -2.454, 0.256)  0.222
N (-1.110, -1.559, -0.303)  -0.682
C (-0.265, -0.791, 0.190)  0.642
C (0.755, -1.241, 1.152)  -1.272
C (-0.333, 0.555, -0.403)  0.377
C (1.003, 1.249, -0.672)  -1.043
C (-1.578, 1.001, -0.563)  -0.586
I (-1.972, 2.809, -1.524)  0.025
H (0.366, -0.564, 2.037)  0.297
H (0.772, -2.287, 1.526)  0.324
H (1.737, -0.934, 0.996)  0.334
H (1.697, 0.755, 0.131)  0.202
H (1.039, 2.358, -0.705)  0.405
H (1.407, 0.879, -1.657)  0.271
H (-2.341, 0.224, -0.460)  0.484

Calculated total energy in hartree: -547.69547
SMILES string: [H]/N=C(C)/C(C)=C/I
Lowest unoccupied orbital energy in hartree: 0.025
HOMO level in eV: -8.80
Relative energy (zero: lowest compared OMol25 entry of this formula, charge and spin) in eV: 0.747


7.
C23H34IrN4PS2 as an isolated structure. Source: the Open Molecules 2025 dataset; level of theory: ωB97M-V with the def2-TZVPD basis set.

Each line ends with the Mulliken charge.
Geometry (Å):
Ir (0.241, 0.365, 0.276)  0.919
C (-0.898, -3.703, -3.950)  -0.858
S (0.369, -4.016, -2.683)  -0.022
C (0.150, -2.657, -1.611)  0.398
S (-0.315, -1.043, -2.335)  -0.316
N (0.446, -2.835, -0.383)  -1.348
N (0.392, -1.904, 0.544)  0.766
C (0.646, -2.280, 1.800)  -0.762
C (0.283, -1.418, 2.839)  0.984
C (0.379, -1.777, 4.205)  -0.885
C (-0.187, -0.974, 5.157)  -0.348
C (-0.866, 0.188, 4.754)  -0.591
C (-0.862, 0.508, 3.413)  -0.544
N (-0.284, -0.225, 2.476)  -0.066
H (-0.751, -4.465, -4.708)  0.357
H (-0.757, -2.713, -4.374)  0.305
H (-1.885, -3.794, -3.506)  0.294
H (1.034, -3.271, 2.002)  0.362
H (0.875, -2.700, 4.471)  0.393
H (-0.139, -1.238, 6.202)  0.431
H (-1.383, 0.812, 5.466)  0.433
H (-1.374, 1.393, 3.059)  0.577
C (-0.721, 4.272, 2.979)  -1.547
C (0.605, 3.885, 2.331)  0.539
C (1.486, 3.144, 3.333)  -1.257
P (0.440, 2.779, 0.805)  0.081
C (-0.827, 3.706, -0.220)  0.576
C (-1.228, 2.836, -1.408)  -1.477
C (-0.480, 5.116, -0.684)  -1.738
C (2.109, 3.049, -0.031)  1.303
C (2.816, 4.389, 0.156)  -1.778
C (3.053, 1.910, 0.370)  -1.440
H (-0.520, 4.813, 3.902)  0.483
H (-1.314, 3.397, 3.231)  0.167
H (-1.313, 4.914, 2.331)  0.354
H (1.109, 4.806, 2.026)  0.608
H (1.047, 2.184, 3.595)  0.085
H (1.601, 3.726, 4.245)  0.515
H (2.477, 2.961, 2.926)  0.226
H (-1.692, 3.763, 0.454)  0.457
H (-0.436, 2.796, -2.153)  0.190
H (-2.122, 3.230, -1.888)  0.509
H (-1.434, 1.809, -1.078)  0.296
H (0.295, 5.089, -1.446)  0.288
H (-0.155, 5.747, 0.140)  0.357
H (-1.364, 5.575, -1.126)  0.459
H (1.875, 2.924, -1.095)  -0.339
H (3.150, 4.516, 1.185)  0.303
H (2.187, 5.231, -0.115)  0.344
H (3.702, 4.411, -0.479)  0.485
H (3.592, 2.148, 1.284)  0.529
H (3.785, 1.717, -0.412)  0.228
H (2.487, 0.976, 0.543)  0.148
N (0.789, 0.041, -1.730)  0.113
C (2.099, 0.038, -2.185)  -0.347
C (2.586, 1.142, -2.896)  -0.263
C (3.916, 1.212, -3.259)  -0.570
C (4.789, 0.184, -2.940)  -0.532
C (4.304, -0.938, -2.286)  -0.821
C (2.979, -1.019, -1.921)  0.128
H (1.904, 1.932, -3.177)  0.323
H (4.280, 2.076, -3.799)  0.387
H (5.831, 0.247, -3.220)  0.377
H (4.963, -1.761, -2.051)  0.399
H (2.620, -1.901, -1.414)  0.371

Calculated total energy in hartree: -2357.78369
Lowest unoccupied orbital energy in hartree: -0.041
HOMO level in eV: -6.41


8.
A 7-piece molecular cluster, C28H49N7 overall. Source: the Open Molecules 2025 dataset; level of theory: ωB97M-V with the def2-TZVPD basis set.

Each line ends with the Mulliken charge.
Geometry (Å):
C (-2.969, 0.900, -1.362)  -0.859
C (-3.655, 2.260, -1.528)  -0.770
C (-4.691, 2.360, -2.644)  -0.218
C (-5.565, 3.531, -2.531)  0.134
N (-6.306, 4.399, -2.407)  -0.430
H (-2.213, 0.840, -2.148)  0.429
H (-3.660, 0.071, -1.533)  0.435
H (-2.583, 0.796, -0.353)  -0.040
H (-2.897, 3.045, -1.576)  0.377
H (-4.165, 2.516, -0.592)  0.394
H (-5.390, 1.522, -2.580)  0.147
H (-4.138, 2.298, -3.582)  0.347
C (0.269, 0.770, 1.303)  -0.285
C (-0.115, -0.693, 1.513)  -0.614
C (-0.533, -1.439, 0.239)  0.408
C (0.497, -1.368, -0.815)  0.083
N (1.286, -1.266, -1.644)  -0.505
H (1.279, 0.809, 0.885)  -0.366
H (0.414, 1.249, 2.274)  0.322
H (-0.442, 1.317, 0.690)  0.217
H (-0.987, -0.693, 2.173)  0.353
H (0.664, -1.289, 1.984)  0.221
H (-1.458, -1.118, -0.236)  -0.221
H (-0.567, -2.493, 0.529)  0.398
C (3.582, 1.726, -0.525)  -0.219
C (3.599, 2.485, -1.833)  -0.496
C (2.428, 2.088, -2.776)  -0.164
C (1.121, 2.231, -2.084)  -0.018
N (0.122, 2.332, -1.523)  -0.355
H (3.870, 2.452, 0.248)  0.385
H (4.260, 0.902, -0.305)  0.211
H (2.589, 1.414, -0.194)  -0.480
H (4.513, 2.192, -2.351)  0.167
H (3.529, 3.564, -1.756)  0.395
H (2.318, 1.049, -3.111)  0.088
H (2.416, 2.680, -3.690)  0.462
C (-2.323, 3.426, 3.504)  -1.154
C (-2.918, 4.708, 4.092)  -0.363
C (-2.352, 5.007, 5.492)  -0.521
C (-2.136, 3.875, 6.388)  0.250
N (-1.942, 2.942, 7.023)  -0.418
H (-2.809, 2.541, 3.932)  0.363
H (-1.260, 3.251, 3.657)  0.362
H (-2.610, 3.293, 2.458)  0.294
H (-4.002, 4.601, 4.089)  0.282
H (-2.691, 5.567, 3.462)  0.297
H (-2.917, 5.815, 5.961)  0.371
H (-1.379, 5.482, 5.330)  0.242
C (6.504, -1.228, -4.255)  -1.390
C (5.286, -0.591, -3.594)  -0.310
C (4.805, -1.307, -2.335)  0.773
C (5.754, -1.318, -1.214)  0.253
N (6.468, -1.301, -0.317)  -0.577
H (6.528, -2.321, -4.272)  0.334
H (7.437, -0.927, -3.775)  0.340
H (6.575, -0.979, -5.315)  0.384
H (4.501, -0.539, -4.350)  0.407
H (5.471, 0.455, -3.343)  -0.054
H (4.486, -2.335, -2.517)  0.477
H (3.884, -0.828, -1.986)  -0.516
C (-5.875, -3.265, -1.736)  -1.153
C (-5.847, -3.487, -0.218)  -0.449
C (-4.709, -2.831, 0.562)  -0.161
C (-4.965, -1.391, 0.710)  0.202
N (-5.178, -0.268, 0.821)  -0.456
H (-6.207, -2.261, -2.017)  0.291
H (-6.526, -3.993, -2.214)  0.344
H (-4.892, -3.316, -2.215)  0.318
H (-5.776, -4.574, -0.137)  0.336
H (-6.839, -3.212, 0.136)  0.291
H (-3.711, -2.949, 0.137)  0.124
H (-4.645, -3.237, 1.573)  0.350
C (3.529, -2.955, 0.599)  -0.495
C (3.560, -4.329, 1.143)  -0.766
C (3.644, -4.456, 2.665)  -0.509
C (2.398, -3.892, 3.229)  0.261
N (1.435, -3.449, 3.673)  -0.468
H (4.548, -2.561, 0.616)  0.220
H (2.915, -2.248, 1.160)  0.113
H (3.223, -2.871, -0.444)  0.223
H (4.293, -5.035, 0.729)  0.363
H (2.682, -4.912, 0.818)  0.354
H (4.401, -3.774, 3.068)  0.253
H (3.758, -5.458, 3.068)  0.354

Calculated total energy in hartree: -1479.49355
SMILES string: CCCC#N.CCCC#N.CCCC#N.CCCC#N.CCCC#N.CCCC#N.CCCC#N
Lowest unoccupied orbital energy in hartree: 0.016
HOMO level in eV: -11.26
Relative energy (zero: lowest compared OMol25 entry of this formula, charge and spin) in eV: 1.452